This record from the OMol25 dataset describes a molecular structure, C42H41ClO2P2Zr in a non-equilibrium geometry. The level of theory is the ωB97M-V functional and the def2-TZVPD basis.

Structure (XYZ):
```
89
Properties=species:S:1:pos:R:3:forces:R:3
Zr 0.244 0.388 4.996 -4.8 -1.0 4.4
Cl 0.939 0.119 13.390 0.0 0.0 -0.2
P -1.740 -1.866 -4.797 -0.4 -0.5 -0.1
P -1.813 1.535 -4.743 -0.6 0.3 0.0
O -0.319 1.275 6.904 0.4 -0.7 -1.0
O 0.590 -0.732 6.792 0.0 0.9 -1.0
C -0.833 3.353 -6.726 -0.3 0.3 -0.1
C -1.004 2.319 -3.277 0.3 -0.2 0.0
C 0.380 3.327 -1.056 -0.2 -0.1 -0.2
C -1.331 -1.093 4.505 0.1 0.4 -0.7
C -2.441 -2.399 -7.451 0.2 -0.2 0.1
C -0.849 -2.953 -3.618 -0.1 -0.1 0.3
C -1.480 -5.022 -7.527 -0.2 0.2 0.0
C 1.139 -4.046 -2.768 -0.2 0.1 0.1
C 0.756 0.177 11.687 -0.3 0.1 -0.5
C -1.628 -3.641 -2.663 0.5 0.1 -0.3
C -0.454 0.554 -5.429 0.6 -1.5 0.1
C -0.261 1.186 9.739 0.2 0.0 0.9
C 0.403 0.236 8.964 -0.2 0.1 -1.2
C 3.325 0.955 5.774 -0.4 -0.4 0.5
C 0.365 -4.745 -1.835 -0.2 0.2 -0.2
C 2.140 0.091 2.328 -0.6 0.6 -0.5
C 2.067 -1.035 4.619 1.2 -1.2 -2.5
C 1.505 -0.803 3.363 2.7 -1.7 0.1
C -0.017 1.982 -1.084 0.0 0.3 -0.3
C -1.021 -4.535 -1.786 0.2 0.0 0.0
C 0.201 0.260 7.526 0.1 0.1 1.2
C -2.490 -3.127 -8.640 0.1 -0.1 0.1
C 2.580 1.469 2.875 0.2 -0.3 -0.7
C -1.453 -4.306 -6.324 0.0 0.1 -0.2
C -3.146 3.611 -6.037 0.5 -0.1 0.0
C 0.053 4.171 -2.124 -0.1 -0.2 0.1
C -2.190 5.133 -7.667 0.0 -0.3 0.3
C 1.438 -0.752 10.881 -0.1 0.1 -0.3
C 2.185 1.857 5.353 1.9 1.9 -1.9
C -1.895 -2.976 -6.287 0.1 0.2 -0.1
C -3.274 4.711 -6.883 0.2 0.1 -0.1
C -0.976 4.447 -7.589 -0.1 -0.1 0.1
C -1.997 -4.439 -8.688 0.0 0.2 0.3
C -1.912 2.931 -5.938 -0.2 0.2 -0.1
C 3.383 -0.432 5.084 0.4 -0.2 0.2
C 1.255 -0.729 9.501 0.0 0.0 1.0
C 1.747 1.984 4.037 1.8 0.9 0.8
C 0.538 -3.135 -3.644 -0.1 -0.3 0.3
C -0.398 -0.804 -5.381 0.3 1.5 -0.5
C -0.662 3.677 -3.220 0.2 -0.1 0.3
C -0.093 1.150 11.123 0.1 -0.2 -0.5
C -0.698 1.474 -2.191 0.1 0.3 0.0
H 4.301 1.452 5.618 -0.5 0.2 0.0
H -0.928 4.347 -4.040 0.1 -0.2 0.2
H 3.651 1.427 3.120 -0.4 0.2 0.3
H -0.973 0.417 -2.232 0.0 0.3 0.0
H -1.086 -6.038 -7.556 -0.1 0.2 0.0
H 1.445 0.241 1.480 0.2 -0.2 0.4
H -0.884 1.926 9.246 0.0 -0.1 0.2
H -2.707 -3.477 -2.636 0.3 -0.1 0.0
H 1.765 -1.431 8.847 -0.1 0.0 0.2
H 3.796 -1.141 5.820 -0.1 0.3 -0.3
H 4.115 -0.395 4.261 -0.5 -0.1 0.1
H 0.375 1.108 -5.882 -0.1 -0.4 0.2
H 1.044 2.791 3.777 0.0 -0.2 0.4
H 3.263 0.796 6.865 -0.1 0.2 -0.4
H -1.877 -0.871 3.576 0.0 -0.2 0.1
H -0.613 1.858 11.758 0.1 -0.1 0.0
H 0.943 3.714 -0.204 -0.2 -0.1 -0.3
H 0.838 -5.452 -1.152 -0.1 0.2 -0.2
H 1.802 -1.965 5.141 -0.5 0.6 -0.1
H 2.500 2.192 2.045 0.0 -0.2 0.4
H 1.157 -2.582 -4.351 -0.2 -0.3 0.2
H -2.901 -2.669 -9.539 0.1 -0.1 0.2
H -2.058 -1.122 5.332 0.2 0.2 -0.1
H 2.091 -1.484 11.344 -0.1 0.1 0.0
H 2.216 -4.207 -2.821 -0.3 0.0 0.1
H -2.796 -1.366 -7.428 0.1 -0.3 0.0
H -1.629 -5.080 -1.064 0.2 0.1 -0.2
H 0.215 1.328 -0.243 0.0 0.1 -0.2
H 0.472 -1.327 -5.801 -0.3 0.4 0.0
H 0.129 2.847 -6.670 -0.3 0.2 -0.1
H -1.056 -4.779 -5.425 -0.1 0.1 -0.3
H 0.744 -1.489 2.983 -0.1 0.2 0.4
H -3.991 3.275 -5.433 0.2 0.1 -0.2
H -2.014 -4.999 -9.625 0.0 0.2 0.3
H -4.219 5.248 -6.933 0.2 -0.1 0.0
H 1.956 2.649 6.078 -0.8 -0.6 0.0
H -2.292 5.993 -8.332 0.0 -0.3 0.2
H 0.359 5.217 -2.110 -0.1 -0.3 0.0
H -0.126 4.760 -8.197 -0.2 -0.1 0.2
H -0.905 -2.104 4.420 -0.1 0.2 0.0
H 3.022 -0.412 1.894 -0.3 -0.1 0.2
```
Forces are in eV/Å.

net charge = +2
HOMO = -0.398 Ha
spin multiplicity = 1
orbital gap = 1.44 eV
strongest force on any atom = 6.56 eV Å⁻¹

These are the Löwdin partial charges, in e, on atoms 1 to 4:
1 Zr 1.884
2 Cl 0.770
3 P 1.025
4 P 1.033